[1]
Entry from the OMol25 dataset: C23H43ClF7N6O7P2S as an isolated structure (the ωB97M-V functional and the def2-TZVPD basis).

## Properties
Frontier orbital gap = 7.78 eV
Energy above the lowest of the compared OMol25 structures with the same formula, charge and spin = 157.0 kcal per mole
Maximum force = 4.717 eV/A
LUMO = -3.44 eV
Total charge = +1
M = 778.086 u

Positions of all 90 atoms, in Å:
1 C 2.3998 3.0798 5.5526
2 C 2.0542 1.7722 4.6725
3 C 0.5944 1.9518 3.9908
4 O 0.6680 1.3549 2.6673
5 C -0.6554 0.8882 2.2544
6 C -0.7862 0.2477 0.8266
7 O -2.1280 -0.2425 0.6347
8 C -3.1317 0.0062 1.6169
9 C -4.5214 -0.6133 1.0261
10 C -5.7767 0.3728 1.3144
11 C -0.6145 1.1876 -0.5436
12 C 0.4334 2.3055 -0.2127
13 C 1.1401 3.2644 -1.2387
14 N 0.3962 4.3887 -1.8321
15 N 2.1524 4.0179 -0.3533
16 N 2.0786 2.6163 -2.2287
17 O -1.9774 1.4118 -0.8981
18 C -2.4960 2.7293 -0.9640
19 C -2.8442 3.4737 0.4221
20 N -0.2445 0.1574 -1.6326
21 C -0.8267 0.3943 -3.0272
22 C -0.5802 1.7903 -3.6955
23 O 0.3296 1.8810 -4.5664
24 C 0.0285 -1.3074 -1.2368
25 C -1.2374 -2.1718 -1.7518
26 C -1.2614 -3.7455 -1.5337
27 N -0.8669 -4.6418 -2.4279
28 C 1.2673 -2.0303 -1.9474
29 F 1.7173 -3.2038 -1.2508
30 F 0.9431 -2.5543 -3.2530
31 C 2.5863 -1.2267 -2.3007
32 F 2.9896 -0.1607 -1.5048
33 F 2.4308 -0.6704 -3.6211
34 C 3.9088 -2.1700 -2.4510
35 F 4.4918 -2.4848 -1.2110
36 F 4.8611 -1.3295 -3.1074
37 F 3.7214 -3.2607 -3.3005
38 C 0.0964 -1.0856 0.4013
39 P -0.8393 -2.4321 1.4522
40 S 0.1448 -4.1443 1.5084
41 P 1.7997 -1.3734 1.2710
42 O 2.7910 0.0040 1.2696
43 Cl 1.5111 -1.6064 3.4000
44 H 1.5686 3.2986 6.3161
45 H 3.3971 2.8682 6.0825
46 H 2.4950 3.9509 4.8228
47 H 2.0155 0.8465 5.3363
48 H 2.8008 1.6594 3.8189
49 H 0.2691 3.0575 3.9505
50 H -0.1447 1.4218 4.6823
51 H -0.9106 0.1472 3.1043
52 H -1.2926 1.8511 2.3408
53 H -2.9774 -0.5569 2.6157
54 H -3.3728 1.0906 1.8600
55 H -4.3857 -0.6059 -0.1127
56 H -4.7274 -1.6604 1.4188
57 H -6.7309 -0.2659 1.2370
58 H -5.7546 0.7899 2.3830
59 H -5.8810 1.2035 0.5426
60 H 1.3170 1.7605 0.3046
61 H 0.0059 2.9720 0.6280
62 H 0.1379 4.2764 -2.8120
63 H -0.3365 4.7814 -1.2392
64 H 2.7664 3.3423 0.1253
65 H 1.6035 4.4800 0.3984
66 H 3.0438 2.6420 -1.8825
67 H 2.0236 3.2064 -3.0698
68 H -3.5353 2.6262 -1.4698
69 H -1.9630 3.4909 -1.6218
70 H -1.9861 3.5575 1.1578
71 H -3.1140 4.5587 0.1253
72 H -3.8159 3.0608 0.8876
73 H 0.7108 0.5543 -1.8282
74 H -0.2762 -0.3882 -3.6781
75 H -1.9256 0.1173 -3.1128
76 H -1.1941 2.7328 -3.5260
77 H -2.2429 -1.8002 -1.3193
78 H -1.4272 -2.1179 -2.8899
79 H -1.6901 -4.2389 -0.5813
80 H -1.0027 -5.5865 -2.0207
81 H -1.1979 -1.9495 2.7478
82 H -2.1093 -2.7733 0.8375
83 H 3.4993 -0.0942 1.9435
84 C 2.6368 -5.9008 -1.8390
85 N 3.0113 -7.1507 -1.1284
86 O 4.1698 -7.2646 -0.7671
87 O 2.1267 -7.9729 -0.9588
88 H 3.5160 -5.2655 -1.9183
89 H 2.2727 -6.1807 -2.8269
90 H 1.8593 -5.4123 -1.2549

***

[2]
Entry from the OMol25 dataset: C23H43N2O2P3Tl as an isolated structure (the ωB97M-V functional and the def2-TZVPD basis).

## Properties
Frontier orbital gap (alpha / beta) = 5.32 / 7.89 eV
Energy above the lowest of the compared OMol25 structures with the same formula, charge and spin = 68.8 kcal per mole
Maximum force = 7.260 eV/A
LUMO (alpha / beta) = -9.85 / -8.30 eV
Total charge = +3
M = 676.914 u

Positions of all 74 atoms, in Å:
1 Tl 0.4410 -2.8077 2.0246
2 P -2.2541 1.9341 -1.3629
3 P -2.8018 -0.2145 -1.3029
4 P 1.8420 0.8170 0.2052
5 H 2.6460 -4.6116 0.1198
6 C 2.1065 -4.0996 0.9327
7 C 1.0299 -3.2410 0.2327
8 H 0.3527 -3.8669 -0.3586
9 C -1.1515 2.2827 -2.7426
10 C -3.7826 2.8686 -1.5355
11 C -1.4749 2.4417 0.1785
12 C -1.4576 -1.1528 -0.5463
13 C -4.3053 -0.4447 -0.3397
14 C -3.0900 -0.7798 -2.9903
15 C 3.1929 -0.1810 0.9543
16 C 2.0067 2.3308 1.2461
17 C 2.7385 1.4417 -1.2785
18 H 1.7468 -4.9439 1.5429
19 H 1.4604 -2.4219 -0.3516
20 H -1.1153 3.3738 -2.8715
21 H -1.5272 1.8260 -3.6681
22 H -0.1393 1.9060 -2.5375
23 H -3.5096 3.8980 -1.8059
24 H -4.3234 2.8700 -0.5794
25 H -4.4190 2.4442 -2.3233
26 H -1.0577 3.4507 0.0446
27 H -0.6624 1.7610 0.4689
28 H -2.2224 2.4613 0.9826
29 H -1.8237 -2.1572 -0.2871
30 H -1.0977 -0.6578 0.3672
31 H -0.6155 -1.2578 -1.2429
32 H -5.1759 -0.1319 -0.9333
33 H -4.2793 0.1281 0.6039
34 H -4.3969 -1.5182 -0.1164
35 H -4.0474 -1.3166 -3.0180
36 H -2.2829 -1.4631 -3.2842
37 H -3.1287 0.0583 -3.6991
38 H 4.0938 0.4427 1.0489
39 H 3.4216 -1.0508 0.3238
40 H 2.8944 -0.5288 1.9536
41 H 3.0685 2.5859 1.3672
42 H 1.5591 2.1644 2.2339
43 H 1.4824 3.1658 0.7620
44 H 3.7400 1.7983 -0.9982
45 H 2.1705 2.2682 -1.7283
46 H 2.8356 0.6363 -2.0174
47 C 3.1418 -3.4070 -2.5893
48 C 2.8790 -2.6839 -3.7915
49 C 3.6100 -1.5732 -4.1056
50 C 4.6566 -1.2077 -3.2294
51 C 4.9677 -1.9649 -2.0897
52 C 4.2419 -3.1039 -1.7499
53 O 2.1293 -4.1949 -2.5535
54 H 1.9727 -3.2852 -3.9861
55 H 2.8968 -3.5482 1.4638
56 H 3.3801 -1.0081 -5.0056
57 H 5.2523 -0.3176 -3.4496
58 H 5.8042 -1.6585 -1.4547
59 H 4.4691 -3.7472 -0.9036
60 N -4.2452 2.2894 4.3301
61 C -3.5661 1.6302 3.3518
62 O -4.0540 1.4763 2.2229
63 C -2.1803 1.1905 3.7005
64 C -1.3769 1.8666 4.6331
65 C -0.0549 1.4623 4.8030
66 C 0.4317 0.3963 4.0317
67 N -0.3387 -0.2519 3.1407
68 C -1.6207 0.1177 2.9847
69 H -5.2136 2.5044 4.1454
70 H -3.9341 2.2879 5.2908
71 H -1.7845 2.7044 5.2002
72 H 0.6112 1.9484 5.5124
73 H 1.4622 0.0420 4.1381
74 H -2.2246 -0.4721 2.2852

***

[3]
Entry from the OMol25 dataset: C23H43N3O5PtS2Si as an isolated structure (the ωB97M-V functional and the def2-TZVPD basis).

## Properties
Frontier orbital gap (alpha / beta) = 7.06 / 7.71 eV
Energy above the lowest of the compared OMol25 structures with the same formula, charge and spin = 0.0 kcal per mole
Spin multiplicity = 3
Maximum force = 0.160 eV/A
LUMO (alpha / beta) = 0.03 / -0.38 eV
Expectation value of S² = 2.01
M = 728.911 u

Positions of all 78 atoms, in Å:
1 Pt -0.2596 -0.1409 0.7317
2 C 3.5298 -1.4773 -0.2045
3 C 3.4307 -0.5379 0.9879
4 C 3.1594 -1.3147 2.2664
5 C 4.6921 0.3040 1.1330
6 O 2.2771 0.3160 0.7879
7 Si 2.1462 1.7480 -0.0265
8 S 0.0629 2.0182 -0.1946
9 O 2.9453 1.5693 -1.4375
10 C 3.3869 2.5467 -2.3913
11 C 3.5096 1.8023 -3.7132
12 C 4.7428 3.0812 -1.9471
13 C 2.3713 3.6776 -2.5088
14 O 2.8868 2.9765 0.7573
15 C 2.5719 3.6529 1.9888
16 C 1.5997 4.7853 1.6843
17 C 1.9802 2.6844 3.0061
18 C 3.8959 4.2104 2.4933
19 H 4.3811 -2.1502 -0.0832
20 H 3.6505 -0.9083 -1.1266
21 H 2.6190 -2.0721 -0.2854
22 H 3.9927 -1.9861 2.4820
23 H 2.2532 -1.9099 2.1548
24 H 3.0319 -0.6315 3.1080
25 H 5.5457 -0.3506 1.3169
26 H 4.5991 0.9959 1.9711
27 H 4.8880 0.8794 0.2281
28 H 4.2118 0.9740 -3.6123
29 H 3.8644 2.4700 -4.5002
30 H 2.5408 1.3948 -4.0056
31 H 5.4600 2.2619 -1.8715
32 H 4.6571 3.5627 -0.9730
33 H 5.1221 3.8055 -2.6704
34 H 1.3918 3.2810 -2.7812
35 H 2.6870 4.3887 -3.2741
36 H 2.2758 4.2135 -1.5626
37 H 0.6546 4.3897 1.3129
38 H 2.0260 5.4485 0.9294
39 H 1.4043 5.3681 2.5862
40 H 1.0509 2.2406 2.6448
41 H 1.7628 3.2135 3.9357
42 H 2.6831 1.8791 3.2257
43 H 4.3288 4.8819 1.7503
44 H 4.6020 3.3998 2.6793
45 H 3.7490 4.7647 3.4216
46 C -0.8393 1.3229 -4.0211
47 C -1.9560 0.5276 -3.4386
48 C -2.9915 -0.0354 -4.1274
49 C -3.9397 -0.7742 -3.3927
50 N -3.8381 -0.9776 -2.0923
51 C -2.7942 -0.4447 -1.4322
52 S -2.5709 -0.7809 0.2172
53 N -1.9164 0.3385 -2.1051
54 C -5.1073 -1.4000 -4.0887
55 H -0.9342 1.3925 -5.1014
56 H 0.1058 0.8407 -3.7610
57 H -0.8257 2.3258 -3.5909
58 H -3.0770 0.0847 -5.1969
59 H -1.1339 0.7517 -1.5799
60 H -5.5697 -0.6967 -4.7813
61 H -5.8366 -1.7396 -3.3588
62 H -4.7667 -2.2590 -4.6710
63 C -1.8077 -4.0932 -1.6418
64 C -0.4678 -3.6399 -1.0598
65 C 0.0187 -2.4157 -1.6965
66 N 0.3987 -1.4514 -2.1942
67 H -2.1187 -5.0197 -1.1609
68 H -1.7325 -4.2724 -2.7145
69 H -2.5772 -3.3437 -1.4616
70 H 0.3002 -4.4050 -1.1870
71 H -0.5496 -3.4289 0.0083
72 C -0.2657 -2.3720 4.1972
73 C -0.2891 -1.6023 2.9098
74 O -0.4358 -0.3461 2.9299
75 O -0.1358 -2.1978 1.8073
76 H -0.6136 -1.7558 5.0213
77 H 0.7614 -2.6866 4.3901
78 H -0.8761 -3.2682 4.1025